A 11-piece molecular cluster, C32H72BN4O28 overall in a non-equilibrium geometry. Source: the OMol25 dataset; level of theory: wB97M-V/def2-TZVPD.

```
! wB97M-V def2-TZVPD RIJCOSX def2/J DEFGRID3
* xyz -1 1
O 3.014 2.333 -0.424
C 1.831 2.086 -0.176
O 1.190 0.948 -0.315
B -0.209 1.121 0.196
O -0.394 2.555 0.423
C 0.793 3.177 0.258
O 0.966 4.433 0.490
O -0.262 0.310 1.447
C -1.332 -0.524 1.399
O -1.701 -1.353 2.212
C -1.978 -0.321 -0.042
O -1.253 0.629 -0.690
O -2.901 -0.994 -0.517
C 5.343 0.202 -0.709
N 6.758 0.536 -0.466
O 6.939 1.728 -0.189
O 7.669 -0.319 -0.555
H 5.014 0.094 0.325
H 5.439 -0.772 -1.190
H 4.948 1.035 -1.290
C -4.276 -3.529 1.231
N -5.281 -3.172 2.243
O -4.995 -2.388 3.175
O -6.450 -3.645 2.083
H -4.695 -4.247 0.526
H -3.412 -3.960 1.736
H -4.062 -2.564 0.772
C 5.233 4.224 -0.687
N 5.692 5.426 0.028
O 6.903 5.578 0.014
O 4.815 6.201 0.497
H 4.673 3.668 0.065
H 6.125 3.679 -0.995
H 4.604 4.602 -1.492
C 1.492 0.251 4.406
N 2.780 -0.366 4.072
O 3.104 -0.238 2.894
O 3.412 -0.947 4.981
H 1.079 0.657 3.482
H 1.665 1.064 5.111
H 0.965 -0.638 4.752
C -0.952 -0.079 -8.959
O -1.294 -0.270 -7.594
C -1.585 1.025 -6.993
C -1.700 0.753 -5.482
O -2.667 -0.206 -5.225
C -2.985 -0.447 -3.885
H -0.057 0.531 -9.085
H -1.790 0.432 -9.433
H -0.632 -1.033 -9.378
H -2.428 1.583 -7.403
H -0.699 1.653 -7.090
H -1.961 1.655 -4.929
H -0.769 0.364 -5.070
H -2.133 -0.818 -3.316
H -3.779 -1.187 -3.792
H -3.314 0.508 -3.475
C 2.044 -1.829 -1.782
O 2.223 -2.860 -0.883
C 1.978 -2.465 0.461
C 2.122 -3.530 1.637
O 1.395 -4.705 1.631
C -0.016 -4.521 2.024
H 1.094 -1.311 -1.648
H 2.119 -2.198 -2.804
H 2.761 -1.008 -1.770
H 0.928 -2.208 0.608
H 2.533 -1.567 0.731
H 2.063 -2.962 2.565
H 3.188 -3.739 1.557
H -0.378 -5.464 2.436
H -0.595 -4.235 1.146
H -0.184 -3.781 2.806
C -3.384 1.064 3.871
O -4.092 1.988 4.725
C -4.226 3.247 4.151
C -5.122 4.159 4.971
O -4.747 4.296 6.419
C -3.408 4.764 6.575
H -3.866 0.849 2.917
H -3.165 0.081 4.287
H -2.353 1.374 3.700
H -4.837 3.160 3.252
H -3.277 3.683 3.836
H -6.188 3.929 4.959
H -5.118 5.184 4.600
H -3.440 5.341 7.500
H -3.121 5.346 5.700
H -2.833 3.838 6.593
C -2.026 -3.794 -1.740
O -2.340 -5.145 -1.936
C -3.540 -5.426 -2.655
C -3.698 -6.920 -2.869
O -3.785 -7.417 -1.556
C -4.092 -8.813 -1.569
H -1.114 -3.637 -1.164
H -2.789 -3.246 -1.186
H -1.884 -3.322 -2.712
H -3.302 -4.998 -3.629
H -4.431 -4.884 -2.337
H -2.809 -7.286 -3.382
H -4.643 -7.040 -3.399
H -3.550 -9.353 -2.346
H -5.161 -9.014 -1.644
H -3.828 -9.342 -0.653
C 4.395 0.563 -8.190
O 4.060 0.524 -6.805
C 2.830 -0.228 -6.628
C 2.337 -0.259 -5.151
O 1.648 0.941 -4.793
C 1.429 1.139 -3.400
H 4.480 -0.463 -8.549
H 5.382 1.023 -8.228
H 3.702 1.085 -8.850
H 3.025 -1.224 -7.025
H 2.025 0.176 -7.242
H 3.291 -0.219 -4.625
H 1.842 -1.175 -4.826
H 0.674 0.487 -2.959
H 0.941 2.113 -3.381
H 2.369 1.168 -2.850
C 0.595 3.797 3.916
O 1.402 3.196 5.004
C 1.669 4.108 6.118
C 2.296 3.369 7.333
O 1.306 2.609 8.027
C 0.280 3.331 8.621
H 1.168 4.590 3.436
H -0.356 4.213 4.247
H 0.360 2.985 3.227
H 0.805 4.685 6.448
H 2.438 4.792 5.761
H 2.749 4.068 8.036
H 3.111 2.716 7.020
H 0.725 4.173 9.152
H -0.206 2.664 9.333
H -0.376 3.742 7.854
*
```

Calculated values
E_LUMO	1.87	eV


C32H72F3MgN3O15S6 as an isolated structure in a non-equilibrium geometry. Source: the OMol25 dataset; level of theory: wB97M-V/def2-TZVPD.

```
! wB97M-V def2-TZVPD RIJCOSX def2/J DEFGRID3
* xyz 0 1
Mg -1.460 -3.434 1.859
N -2.721 -1.943 4.483
O -2.230 -2.306 5.556
O -2.295 -2.435 3.386
O -3.570 -1.033 4.420
C 0.314 -0.936 0.832
O -0.262 -0.998 -0.482
O -0.030 -2.015 1.505
C 1.840 -0.665 0.647
F 2.498 -0.667 1.826
F 2.418 -1.605 -0.151
F 2.074 0.551 0.081
C -0.666 0.224 -1.063
C -1.385 -0.182 -2.346
H -1.670 0.626 -3.019
H -0.754 -0.873 -2.906
H -2.262 -0.759 -2.040
H 0.212 0.848 -1.280
H -1.298 0.896 -0.466
H -0.036 -0.027 1.358
C 4.892 -3.235 0.915
C 6.347 -3.384 0.761
N 7.472 -3.551 0.637
H 4.506 -4.232 1.121
H 4.386 -2.834 0.045
H 4.780 -2.578 1.777
C 2.389 -1.181 -3.208
C 2.034 -2.532 -3.666
N 1.743 -3.590 -3.994
H 1.638 -0.753 -2.550
H 2.503 -0.541 -4.082
H 3.338 -1.267 -2.681
C -5.827 2.409 -1.705
S -4.339 1.835 -2.632
O -4.557 2.165 -4.078
C -3.273 3.187 -2.018
H -6.736 1.988 -2.124
H -5.842 3.490 -1.830
H -5.671 2.133 -0.664
H -2.325 3.225 -2.557
H -3.014 3.055 -0.965
H -3.786 4.136 -2.163
C 2.288 -4.131 2.970
S 0.855 -4.521 4.003
O -0.343 -4.246 3.149
C 1.013 -3.082 5.087
H 2.213 -3.094 2.642
H 2.379 -4.824 2.140
H 3.184 -4.156 3.596
H 1.734 -3.205 5.894
H 0.070 -2.932 5.623
H 1.131 -2.196 4.463
C -1.432 2.427 -5.806
S -1.770 3.665 -7.068
O -0.465 4.264 -7.492
C -2.658 4.850 -6.032
H -0.961 2.844 -4.912
H -0.771 1.739 -6.331
H -2.330 1.918 -5.452
H -3.333 4.290 -5.381
H -3.182 5.543 -6.683
H -1.962 5.391 -5.387
C -4.251 -0.579 0.462
S -4.017 -2.299 -0.018
O -2.763 -2.724 0.694
C -5.320 -2.990 1.034
H -5.269 -0.278 0.213
H -3.569 0.070 -0.090
H -4.036 -0.425 1.521
H -5.112 -2.843 2.097
H -5.435 -4.053 0.844
H -6.241 -2.425 0.870
C 1.049 -4.976 -1.048
S -0.607 -5.514 -0.625
O -0.884 -4.742 0.657
C -1.484 -4.697 -1.988
H 1.763 -5.422 -0.363
H 1.032 -3.888 -0.964
H 1.252 -5.231 -2.088
H -1.329 -3.621 -2.057
H -2.539 -4.896 -1.804
H -1.207 -5.161 -2.933
C 0.471 3.670 -0.396
S -0.396 5.231 -0.042
O -1.715 4.906 0.600
C 0.760 5.885 1.180
H 1.410 3.817 -0.926
H -0.204 3.061 -0.997
H 0.644 3.078 0.507
H 1.003 5.133 1.937
H 0.434 6.781 1.696
H 1.696 6.015 0.631
C 3.537 4.086 3.112
C 4.547 3.153 3.710
O 5.744 3.330 3.715
C 4.006 1.936 4.468
H 2.884 4.390 3.934
H 2.901 3.622 2.357
H 4.052 4.950 2.696
H 3.630 1.245 3.715
H 3.191 2.312 5.091
H 4.769 1.580 5.153
C -3.204 -1.717 -5.381
C -3.646 -2.865 -4.483
O -3.066 -3.922 -4.464
C -4.872 -2.597 -3.620
H -4.017 -1.528 -6.083
H -2.301 -1.984 -5.925
H -3.009 -0.852 -4.747
H -5.727 -2.493 -4.286
H -4.707 -1.775 -2.921
H -5.026 -3.428 -2.929
C 0.318 1.258 4.140
C -0.676 2.382 3.977
O -0.517 3.444 4.532
C -1.857 2.095 3.080
H 1.041 1.600 4.879
H 0.791 0.932 3.217
H -0.244 0.468 4.649
H -2.060 1.024 3.122
H -1.578 2.379 2.061
H -2.689 2.729 3.374
C 5.576 0.729 1.379
C 7.047 0.624 1.740
O 7.565 -0.417 2.051
C 7.817 1.910 1.636
H 5.278 -0.027 0.648
H 5.354 1.741 1.055
H 4.991 0.414 2.245
H 7.648 2.413 0.685
H 8.870 1.682 1.790
H 7.465 2.536 2.461
*
```

Calculated values
E_LUMO	-0.20	eV


C32H72FN4 as an isolated structure in a non-equilibrium geometry. Source: the OMol25 dataset; level of theory: wB97M-V/def2-TZVPD.

```
! wB97M-V def2-TZVPD RIJCOSX def2/J DEFGRID3
* xyz 3 1
F 0.389 0.356 0.350
C -0.262 -1.078 4.315
C 1.109 -0.689 3.918
C 1.337 -1.140 2.429
N 2.623 -0.527 1.796
C 3.804 -0.781 2.794
C 2.880 -0.958 0.367
C 3.559 0.265 -0.265
C 3.574 1.392 0.710
C 2.444 1.065 1.637
H -0.954 -0.518 3.686
H -0.362 -0.710 5.336
H -0.522 -2.135 4.257
H 1.862 -1.133 4.569
H 1.235 0.394 3.883
H 0.529 -0.805 1.778
H 1.515 -2.215 2.481
H 3.916 -1.819 3.111
H 3.744 -0.041 3.592
H 4.635 -0.592 2.115
H 3.448 -1.836 0.062
H 1.940 -1.220 -0.118
H 4.579 -0.039 -0.502
H 3.068 0.550 -1.195
H 4.480 1.245 1.296
H 3.635 2.430 0.381
H 2.557 1.580 2.590
H 1.459 1.307 1.237
C -1.932 1.372 -3.602
C -0.520 1.679 -3.124
C -0.513 1.908 -1.536
N 0.866 2.394 -0.984
C 2.052 1.474 -1.434
C 1.043 2.718 0.493
C 1.560 4.134 0.691
C 2.099 4.482 -0.663
C 1.205 3.748 -1.581
H -2.226 0.327 -3.505
H -2.030 1.797 -4.601
H -2.604 1.981 -2.998
H -0.078 2.561 -3.587
H 0.083 0.844 -3.480
H -0.639 0.917 -1.100
H -1.277 2.515 -1.049
H 2.841 1.672 -0.708
H 2.338 1.399 -2.483
H 1.649 0.502 -1.150
H 1.722 2.041 1.011
H 0.051 2.456 0.861
H 2.396 4.105 1.389
H 0.872 4.764 1.254
H 3.143 4.171 -0.626
H 2.281 5.535 -0.881
H 1.581 3.441 -2.557
H 0.271 4.270 -1.789
C -0.789 -3.176 2.698
C -0.072 -2.520 1.510
C -0.563 -3.285 0.267
N 0.244 -2.931 -0.985
C 0.256 -1.439 -1.347
C 1.669 -3.549 -0.938
C 2.210 -3.679 -2.374
C 0.963 -3.789 -3.226
C -0.206 -3.724 -2.196
H -0.309 -2.899 3.636
H -0.831 -4.262 2.787
H -1.833 -2.867 2.743
H 1.005 -2.635 1.637
H -0.259 -1.447 1.512
H -1.540 -2.948 -0.079
H -0.476 -4.353 0.465
H 0.779 -0.744 -0.691
H -0.769 -1.130 -1.553
H 0.579 -1.204 -2.362
H 2.271 -2.887 -0.316
H 1.555 -4.525 -0.467
H 2.856 -2.814 -2.523
H 2.695 -4.651 -2.466
H 0.846 -2.939 -3.898
H 0.994 -4.685 -3.847
H -1.192 -3.392 -2.521
H -0.432 -4.713 -1.798
C -3.829 -0.430 -3.297
C -3.221 0.485 -2.132
C -3.852 0.258 -0.836
N -2.955 0.609 0.432
C -1.681 -0.292 0.395
C -3.747 0.435 1.763
C -4.086 1.808 2.271
C -3.694 2.838 1.131
C -2.605 2.135 0.354
H -3.180 -0.083 -4.101
H -4.907 -0.282 -3.356
H -3.574 -1.485 -3.204
H -3.390 1.481 -2.541
H -2.147 0.313 -2.075
H -4.214 -0.769 -0.775
H -4.742 0.866 -0.675
H -1.158 0.062 1.283
H -1.049 -0.289 -0.494
H -1.966 -1.299 0.701
H -3.099 0.031 2.540
H -4.559 -0.291 1.726
H -3.413 1.950 3.117
H -5.084 1.899 2.699
H -3.319 3.723 1.646
H -4.568 3.215 0.600
H -1.711 2.309 0.953
H -2.355 2.437 -0.663
*
```

Calculated values
E_LUMO	-6.71	eV